Here is a gas-phase ion, C2H10N3 (charge +1) from the Open Molecules 2025 dataset. Energies are from the ωB97M-V functional and the def2-TZVPD basis.

Last column: natural (NBO) charge in e.
Cartesian coordinates (Å):
N1 1.364 1.107 1.390  -0.8665
C1 0.782 1.078 0.025  -0.0068
N2 -0.706 0.591 -0.530  -0.5693
C2 -1.191 -0.860 -0.219  -0.0472
N3 -0.197 -1.836 -0.576  -0.8347
H1 2.370 0.891 1.573  0.4235
H2 0.854 0.895 2.201  0.3951
H3 1.459 0.604 -0.718  0.2190
H4 0.651 2.108 -0.258  0.1871
H5 -1.435 1.338 -0.388  0.4528
H6 -0.427 0.460 -1.584  0.4425
H7 -2.024 -0.993 -0.881  0.1960
H8 -1.483 -0.845 0.867  0.2230
H9 -0.408 -2.804 -0.093  0.4190
H10 -0.326 -1.993 -1.547  0.3663

Values from the calculation:
Total charge ... +1
Relative energy (zero: lowest compared OMol25 entry of this formula, charge and spin) ... 68.7 kcal/mol
SMILES string ... NC[NH2+]CN